# 1
The following is a quantum chemistry calculation of the molecule C4H7NO at a distorted geometry, from OMol25.

Computed properties:
Molar mass = 85.11 g/mol
Structure (SMILES) = C1OC[C@H]2N[C@@H]12
Energy relative to the best compared isomer or geometry (same formula, charge and spin) = 58.9 kcal/mol
Maximum force = 2.13 eV/Å
LUMO level = 1.047 eV

XYZ file:
```
13
Properties=species:S:1:pos:R:3:forces:R:3
C -0.972 0.590 -0.736 -0.330 1.122 -1.073
O -0.995 -0.787 -0.826 0.479 -1.889 0.860
C -0.389 -1.322 0.383 0.057 1.405 0.295
C 0.713 -0.226 0.711 -0.478 -1.689 -0.658
N 1.403 0.194 -0.544 1.387 0.341 0.259
C 0.297 0.960 -0.009 -1.068 -0.387 -0.447
H -1.018 1.000 -1.769 0.170 -0.232 0.522
H -1.876 0.932 -0.233 -0.053 0.384 0.447
H -1.195 -1.354 1.223 1.507 -0.205 -1.206
H 0.083 -2.287 0.140 -0.587 0.240 0.198
H 1.281 -0.238 1.626 -0.176 0.099 0.208
H 2.352 0.629 -0.397 -1.519 -0.581 0.226
H 0.317 1.909 0.431 0.613 1.392 0.369
```
Positions in Å, forces in eV/Å.

What are the Mulliken partial charges on each atom? They are as follows, in elementary charge units: -0.554, -0.379, -0.474, -0.143, -0.551, -0.149, 0.276, 0.303, 0.254, 0.298, 0.426, 0.243, 0.449



# 2
The following is a quantum chemistry calculation of a structure of composition C23H32N4O3Ru, from OMol25.

Computed properties:
Molar mass = 513.60 g/mol
Total charge = +2
Spin multiplicity = 5
Energy relative to the best compared isomer or geometry (same formula, charge and spin) = 11.2 kcal/mol
Maximum force = 0.39 eV/Å
LUMO level (spin up / spin down) = -5.853 / -7.338 eV

XYZ file:
```
63
Properties=species:S:1:pos:R:3:forces:R:3
Ru 1.188 -0.206 0.585 -0.072 0.330 -0.194
C -1.395 0.789 2.114 0.022 -0.132 0.039
N -0.564 -0.442 2.147 0.199 -0.009 0.198
C 0.130 -0.549 3.452 -0.094 -0.016 -0.031
C -1.407 -1.592 1.872 0.067 0.127 -0.020
C -2.372 -2.001 2.764 -0.083 -0.023 0.052
C -3.250 -3.026 2.423 -0.031 -0.020 0.006
C -3.184 -3.612 1.161 -0.014 0.016 -0.004
C -2.208 -3.227 0.267 0.055 0.033 0.012
C -1.258 -2.245 0.627 0.126 -0.025 -0.144
N -0.221 -1.827 -0.155 0.015 -0.024 -0.003
C 0.329 -2.523 -1.210 -0.143 -0.028 0.247
C 0.319 -3.919 -1.367 -0.062 0.026 0.056
C 1.023 -4.507 -2.399 0.010 -0.025 0.009
C 1.755 -3.722 -3.280 0.014 0.011 -0.016
C 1.807 -2.339 -3.119 0.088 -0.036 -0.068
C 1.113 -1.745 -2.088 -0.012 0.228 -0.065
N 1.129 -0.327 -1.824 0.154 0.004 -0.001
C -0.104 0.328 -2.333 0.088 -0.080 -0.031
C 2.313 0.369 -2.354 -0.114 -0.053 -0.031
H -2.203 0.727 2.847 0.008 -0.002 0.013
H -1.823 0.917 1.123 -0.005 -0.013 -0.042
H -0.774 1.651 2.341 0.052 0.014 0.008
H -0.558 -0.450 4.296 -0.027 -0.004 -0.026
H 0.867 0.252 3.530 0.024 0.032 -0.012
H 0.629 -1.513 3.521 0.021 -0.032 -0.016
H -2.470 -1.514 3.727 -0.003 -0.027 -0.042
H -4.011 -3.338 3.128 0.042 0.011 -0.034
H -3.910 -4.361 0.874 0.040 0.028 0.011
H -2.194 -3.643 -0.729 0.042 -0.050 -0.032
H -0.168 -4.537 -0.628 -0.062 -0.015 -0.001
H 1.028 -5.585 -2.501 -0.010 0.059 0.009
H 2.310 -4.185 -4.086 -0.025 0.018 0.012
H 2.400 -1.745 -3.802 -0.035 -0.045 0.022
H -0.110 0.313 -3.426 0.015 -0.026 -0.005
H -0.138 1.356 -1.985 0.019 0.045 0.026
H -0.981 -0.202 -1.973 -0.015 -0.015 0.042
H 2.323 0.392 -3.446 -0.027 0.002 -0.011
H 3.223 -0.113 -2.004 0.033 -0.032 0.031
H 2.286 1.400 -2.005 -0.001 0.029 0.032
O 0.533 2.099 0.180 -0.026 0.019 -0.019
C 1.650 2.463 0.559 0.079 -0.229 0.099
O 2.533 1.646 0.996 -0.320 -0.159 -0.154
C 1.997 3.945 0.513 0.099 0.094 0.178
N 3.422 4.110 1.022 -0.192 0.210 -0.040
C 3.389 5.009 2.245 -0.088 -0.030 -0.045
C 1.972 4.829 2.762 -0.012 -0.034 -0.078
C 1.143 4.787 1.474 0.076 0.013 0.036
H 1.932 4.282 -0.518 0.032 0.028 -0.038
H 4.056 4.461 0.308 -0.002 0.041 -0.031
H 3.721 3.162 1.268 0.105 -0.244 0.067
H 3.562 6.026 1.901 0.013 0.024 -0.017
H 4.184 4.718 2.925 0.009 -0.031 0.005
H 1.687 5.644 3.424 -0.011 -0.011 -0.010
H 1.884 3.893 3.321 0.006 0.030 -0.021
H 1.011 5.793 1.073 0.015 -0.025 -0.004
H 0.157 4.345 1.595 -0.007 0.001 0.006
C 3.893 -0.951 1.946 0.013 -0.106 0.027
C 2.644 -1.398 1.250 -0.121 0.289 0.045
O 2.294 -2.501 0.992 0.045 -0.206 0.027
H 4.745 -1.353 1.396 -0.010 -0.003 -0.004
H 3.897 -1.402 2.941 -0.008 -0.005 -0.026
H 3.959 0.125 2.019 0.005 0.054 0.002
```
Positions in Å, forces in eV/Å.

What are the Mulliken partial charges on each atom? They are as follows, in elementary charge units: -0.106, -1.227, 1.360, -1.161, 0.329, -0.456, -0.879, -0.826, -0.658, -0.438, 0.704, 0.147, -0.742, -0.886, -0.771, -0.373, 0.407, 1.274, -1.049, -1.335, 0.375, 0.323, 0.382, 0.429, 0.185, 0.402, 0.408, 0.436, 0.431, 0.688, 0.703, 0.436, 0.434, 0.401, 0.331, 0.268, 0.303, 0.413, 0.456, 0.164, -0.617, 1.070, -0.981, -0.190, -0.013, -0.633, -0.495, -0.830, 0.417, 0.385, 0.239, 0.357, 0.384, 0.455, 0.200, 0.431, 0.353, -1.265, 0.905, -0.382, 0.412, 0.372, 0.145